1.
The following is a DFT calculation (ωB97M-V/def2-TZVPD) of a structure of composition C6H6LiO2Tm at a distorted geometry.

```
16
Properties=species:S:1:pos:R:3:forces:R:3:nbo_charge:R:1
Tm 5.017215 0.884112 -0.969080 0.7 0.1 -0.1 1.059
O 2.065964 0.071686 -0.301049 0.0 -0.8 -0.5 -0.689
O -1.169879 -1.062796 2.627626 -0.1 0.8 -3.1 -0.156
C -1.229599 -0.389174 0.226879 -1.7 1.6 -2.1 -0.340
C 1.069011 -2.130158 -0.826829 2.5 0.2 -1.7 -0.668
C -1.525951 0.977408 -0.229885 0.8 -1.9 -0.8 -0.270
C 1.761001 -1.055418 -0.575842 -1.2 1.3 1.6 0.710
C -1.614008 2.096383 0.513609 -0.2 0.8 1.0 -0.230
C -1.218808 -0.750946 1.522990 0.1 -1.3 4.9 0.819
Li 0.815963 1.567000 0.197022 0.5 0.2 -0.2 0.921
H -1.464650 -1.206758 -0.460089 0.4 0.0 0.1 0.350
H 1.101731 -2.963250 -0.125113 -0.3 -0.2 -0.3 0.334
H -1.505332 2.090516 1.602262 -0.1 0.1 -0.1 0.238
H 1.406803 -2.228828 -1.928618 -1.2 -0.7 1.0 0.344
H -1.853667 3.048186 0.038926 0.0 -0.1 0.1 0.287
H -1.655791 1.052038 -1.312804 -0.1 -0.1 0.2 0.292
```
Forces are in eV/Å.

The calculation puts the HOMO-LUMO gap (alpha / beta) at 4.583 / 3.649 eV. For the total energy, the calculation gives -1474.1233 a.u. Its spin multiplicity is 4. As for the LUMO energy (alpha / beta): -11.55 / -14.92 eV. As for the charge: +3. The expectation value of S² is 3.774.

***

2.
The following is a DFT calculation (ωB97M-V/def2-TZVPD) of a cluster of 2 separate species, C3H11NO3 in total at a distorted geometry.

```
18
Properties=species:S:1:pos:R:3:forces:R:3:nbo_charge:R:1
O 0.354271 -0.937236 3.053314 0.4 1.3 -0.6 -0.814
O -2.521959 0.076200 -1.274920 2.4 1.4 -1.1 -0.585
O 2.326619 -0.079057 -0.359667 -0.6 -0.8 -0.1 -0.410
N -0.194300 -1.064432 0.463567 -0.3 1.2 -1.9 -0.846
C -1.359540 0.751008 -0.721454 -0.6 0.3 -0.2 -0.077
C -0.094810 -0.129346 -0.737516 -0.9 -3.4 1.3 -0.070
C 1.173329 0.657701 -0.546715 1.6 2.9 1.1 -0.091
H 1.398361 1.178559 -1.492830 -0.4 0.0 -0.6 0.288
H 1.099413 1.482045 0.193121 -0.1 -0.6 -0.1 0.218
H -1.047716 -1.620009 0.425303 -0.5 0.6 0.1 0.412
H -1.586501 0.951608 0.352533 0.2 0.2 -0.9 0.228
H -2.470259 0.318017 -2.246726 -0.6 -0.7 1.4 0.493
H 0.460556 -1.771947 0.287250 1.5 -1.4 -0.2 0.376
H 2.876576 0.190707 0.396801 -0.2 0.1 0.1 0.528
H -1.050543 1.628710 -1.319697 -0.8 0.1 0.4 0.194
H 0.454528 -0.960170 2.066461 -0.5 -0.4 0.7 0.468
H 0.047185 -0.691145 -1.662832 -0.5 0.0 -0.1 0.224
H 0.134790 0.018787 3.124009 0.0 -0.8 0.6 0.461
```
Forces are in eV/Å.

The calculation puts the HOMO-LUMO gap (alpha / beta) at 11.576 / 3.504 eV. For the total energy, the calculation gives -400.9474 a.u. Its spin multiplicity is 2. As for the LUMO energy (alpha / beta): -3.47 / -10.62 eV. As for the charge: +1. The expectation value of S² is 0.757.

***

3.
The following is a DFT calculation (ωB97M-V/def2-TZVPD) of a structure of composition C9H17N3O4 at a distorted geometry.

```
33
Properties=species:S:1:pos:R:3:forces:R:3:nbo_charge:R:1
O -1.381955 -0.131333 3.391804 1.3 1.2 -1.3 -0.586
O 1.799208 0.695924 3.896080 -0.9 1.8 0.6 -0.615
O -1.133332 1.585044 -0.238158 2.0 -1.3 -0.8 -0.642
O -1.457589 -1.528026 1.690511 -1.9 0.0 0.5 -0.714
N 0.394789 -0.146316 0.128143 0.0 0.8 1.3 -0.646
N 0.178146 2.390562 4.297479 2.3 -0.4 2.6 -0.828
N 1.105906 1.211924 -2.460659 2.3 0.5 4.7 -0.803
C 0.333710 -0.007412 1.605985 2.6 -0.4 1.4 -0.153
C -0.095612 0.357256 -2.068379 -0.5 2.9 -1.0 -0.158
C 0.479113 -1.475623 -3.708224 -0.4 -0.4 -3.4 -0.603
C -0.296803 0.741312 -0.641790 -2.8 -1.1 1.1 0.679
C 0.532766 1.446808 2.137673 0.0 0.1 -5.2 -0.569
C 0.915634 1.479720 3.543095 -1.5 -0.5 1.2 0.696
C -0.898462 -0.422560 2.312915 -3.1 -3.9 0.8 0.788
C 0.076930 -1.152529 -2.321043 0.2 1.8 -0.9 -0.247
C -1.104164 -2.063685 -2.017739 -1.5 4.9 3.2 -0.603
H 1.118518 -2.504277 -3.646873 -1.4 2.7 -0.8 0.222
H -0.215071 2.060321 1.461013 1.0 -0.6 2.6 0.295
H 0.908738 -0.847258 -0.482601 -0.8 1.0 2.5 0.429
H -0.915269 0.887152 -2.537162 -0.6 -0.7 -0.7 0.227
H 0.445361 2.436346 5.308719 -0.1 -0.2 -1.4 0.388
H 0.901841 -0.542351 -4.360580 -0.4 -2.6 1.8 0.247
H 0.894570 2.254820 -2.591340 -0.2 -2.1 0.4 0.386
H 1.672990 1.257603 -1.242444 -1.4 0.2 -5.0 0.327
H -0.803902 2.587901 4.229504 -0.1 -0.3 -1.1 0.413
H -0.828273 -3.003259 -1.944494 1.7 -4.7 0.3 0.210
H -1.932877 -2.062534 -2.732288 0.3 0.7 0.1 0.220
H 1.477131 1.646880 1.644067 0.5 0.7 -0.1 0.240
H 1.198385 -0.662027 2.112945 -1.9 1.3 -1.2 0.291
H -1.466042 -1.784047 -0.962422 0.0 -0.5 -1.5 0.228
H -0.576434 -1.686157 -4.146627 2.2 0.0 -0.4 0.200
H 1.019276 -1.247237 -1.819295 0.5 -1.4 0.8 0.176
H -2.347228 -1.772941 2.162185 2.5 0.9 -1.0 0.502
```
Forces are in eV/Å.

The calculation puts the HOMO-LUMO gap at 10.097 eV. For the total energy, the calculation gives -818.2425 a.u. Its spin multiplicity is 1. As for the LUMO energy: 0.55 eV. As for the charge: 0.

***

4.
The following is a DFT calculation (ωB97M-V/def2-TZVPD) of a structure of composition C12H14BF5IrN6 at a distorted geometry.

```
39
Properties=species:S:1:pos:R:3:forces:R:3:nbo_charge:R:1
Ir -0.942383 -1.744398 0.221754 0.4 1.9 -1.6 1.374
F 0.492680 -3.848780 1.598059 -0.4 1.1 -1.3 -0.281
F -0.943464 -4.344595 -1.543689 -0.5 -0.2 1.4 -0.310
F 1.211326 -3.453369 -0.509087 -1.8 0.5 1.5 -0.280
F -2.145844 -4.531921 0.349837 1.9 0.6 -0.7 -0.300
F -0.350666 -5.771603 0.058040 -0.8 1.8 -0.5 -0.268
N -1.399484 1.265027 0.966980 -0.6 -0.4 1.5 -0.331
N 1.211065 1.821742 -0.540858 0.9 -0.8 0.0 -0.118
N -1.327476 -0.398158 -1.329445 1.1 1.3 -2.0 -0.424
N 0.224904 2.783795 -0.538858 0.8 1.9 -0.4 -0.314
N -1.587527 0.999543 -1.349393 -1.2 -0.3 -0.7 -0.350
N -1.039864 -0.074831 1.228688 0.9 2.8 1.9 -0.411
C 2.382998 2.373412 -0.745812 0.0 -0.6 0.0 -0.071
C -2.455342 0.122949 -3.202395 0.3 -0.8 -0.3 -0.306
C -1.190078 -0.267995 2.591295 -1.4 1.2 -1.0 0.039
C -2.023479 1.719739 2.064943 0.6 -0.6 -0.4 0.128
C -1.648151 -0.836505 -2.598757 -1.4 0.9 0.9 0.053
C 4.714380 -1.309444 1.530888 -0.9 0.0 1.7 -0.845
C -0.878902 -4.543466 -0.187612 0.0 -2.4 -0.7 0.910
C 0.831034 4.003821 -0.759252 -3.5 -1.8 0.6 0.160
C 2.218659 3.776216 -0.883120 1.6 -1.1 -0.1 -0.020
C -2.393600 1.244321 -2.401299 0.6 -1.0 0.3 0.108
C -1.920432 0.800577 3.085879 0.5 -1.0 0.8 -0.299
C 0.092025 -3.433506 0.340792 1.8 -3.7 0.5 0.307
B -1.264625 2.111740 -0.321454 0.2 -0.7 -0.1 0.573
H -0.864022 -1.176530 3.058584 0.0 -0.3 0.1 0.263
H 3.667898 -1.606732 1.416649 0.1 0.0 -0.1 0.187
H -2.045817 3.025170 -0.353205 0.1 -0.4 0.0 0.001
H -2.567625 2.637524 2.063549 0.1 0.6 -0.1 0.263
H 5.197409 -2.018791 2.206404 0.0 0.1 -0.1 0.236
H -3.080598 -0.025407 -4.063118 0.2 0.1 -0.3 0.278
H 4.734182 -0.317028 1.988666 0.1 -0.1 0.0 0.207
H -1.372170 -1.800619 -2.986633 -0.1 -0.4 0.3 0.264
H -2.974812 2.136402 -2.496117 0.2 0.6 0.0 0.260
H 3.027339 4.467552 -1.030326 -0.1 0.4 -0.1 0.273
H 3.272850 1.717272 -0.788687 -0.6 0.8 0.0 0.275
H 5.213817 -1.298510 0.613780 0.7 0.0 -1.5 0.216
H -2.351869 0.850227 4.063415 0.0 0.2 0.3 0.281
H 0.275666 4.945157 -0.819085 0.2 -0.5 0.1 0.272
```
Forces are in eV/Å.

The calculation puts the HOMO-LUMO gap (alpha / beta) at 9.723 / 5.988 eV. For the total energy, the calculation gives -1421.8699 a.u. Its spin multiplicity is 6. As for the LUMO energy (alpha / beta): -6.84 / -10.57 eV. As for the charge: +2. The expectation value of S² is 8.775.

***

5.
The following is a DFT calculation (ωB97M-V/def2-TZVPD) of an isolated molecule of C5H7NO.

```
14
Properties=species:S:1:pos:R:3:forces:R:3:nbo_charge:R:1
O 2.481773 -0.987884 -0.333138 0.1 -0.2 -0.2 -0.439
N -0.490702 1.086520 -1.299624 0.5 -0.4 0.3 -0.372
C -1.545763 -0.676301 0.259532 -0.1 0.0 0.0 -0.639
C 1.508864 -0.025902 -0.281010 0.0 0.4 -0.1 0.075
C 2.561932 0.051231 0.682827 0.2 0.2 0.2 -0.097
C -1.677585 0.593961 -0.573760 -0.3 0.0 0.0 -0.238
C 0.568379 0.559201 -0.953324 -0.3 0.0 0.1 0.273
H -1.191905 -1.531936 -0.327554 -0.1 0.2 0.0 0.215
H -0.892714 -0.575641 1.133427 -0.1 0.1 -0.2 0.211
H 2.398838 -0.291580 1.702927 0.0 0.0 -0.2 0.192
H -2.462928 0.458063 -1.320515 0.0 0.1 0.1 0.202
H -1.984686 1.419876 0.079099 -0.1 0.0 -0.2 0.204
H 3.339366 0.792687 0.524653 0.1 -0.2 0.1 0.194
H -2.554062 -0.894087 0.616990 0.1 -0.2 0.1 0.219
```
Forces are in eV/Å.

Its SMILES is CCN=C=C1CO1. The calculation puts the HOMO-LUMO gap at 9.426 eV. For the total energy, the calculation gives -324.5811 a.u. Its spin multiplicity is 1. As for the LUMO energy: 0.93 eV. As for the charge: 0.

***

Which formula does entry 2 have?
C3H11NO3

***

What is the formula in the first record?
C6H6LiO2Tm